--- P ---
Computed, not measured: an isolated molecule of C5H8N2OS, with wB97M-V/def2-TZVPD.

## Properties
gap between HOMO and LUMO: 8.95 eV

Last columns: bonded neighbours and bond lengths (Å).
Cartesian coordinates (Å):
1 C 1.410 1.386 0.208  C2 1.420, C3 1.386, H10 1.107
2 C 0.240 2.190 0.149  C1 1.420, N6 1.251, H11 1.031
3 C 1.415 0.072 -0.230  C1 1.386, C4 1.550, O8 1.346
4 C 2.686 -0.787 -0.005  C3 1.550, H12 1.019, H13 1.161, H14 1.159
5 C -3.056 -1.378 -0.037  N7 1.441, H15 1.175, H16 1.104, H17 1.074
6 N -0.950 1.823 0.031  C2 1.251, S9 1.652
7 N -2.263 -0.283 0.461  C5 1.441, S9 1.523
8 O 0.328 -0.559 -0.713  C3 1.346, S9 2.002
9 S -1.435 0.387 -0.627  N6 1.652, N7 1.523, O8 2.002
10 H 2.226 1.971 0.674  C1 1.107
11 H 0.391 3.171 0.429  C2 1.031
12 H 2.547 -1.686 -0.463  C4 1.019
13 H 2.896 -0.924 1.128  C4 1.161
14 H 3.597 -0.291 -0.524  C4 1.159
15 H -3.388 -2.236 0.694  C5 1.175
16 H -4.032 -0.945 -0.318  C5 1.104
17 H -2.611 -1.911 -0.857  C5 1.074

=====

--- Q ---
Computed, not measured: an isolated molecule of C5H8N2OS, with wB97M-V/def2-TZVPD.

## Properties
gap between HOMO and LUMO: 8.33 eV

Last columns: bonded neighbours and bond lengths (Å).
Cartesian coordinates (Å):
1 C -0.326 1.039 1.291  C2 1.387, N6 1.405, H10 1.080
2 C 0.431 1.515 0.230  C1 1.387, N7 1.376, H11 1.170
3 C -0.603 -0.347 -0.557  N6 1.440, N7 1.384, S9 1.624
4 C -1.983 -0.930 1.574  N6 1.503, H12 1.093, H13 1.024, H14 1.070
5 C 2.020 0.029 -2.321  O8 1.432, H15 1.185, H16 1.024, H17 1.150
6 N -1.005 -0.090 0.802  C1 1.405, C3 1.440, C4 1.503
7 N 0.289 0.672 -0.847  C2 1.376, C3 1.384, O8 1.380
8 O 0.949 0.935 -2.030  C5 1.432, N7 1.380
9 S -1.179 -1.556 -1.475  C3 1.624
10 H -0.697 1.555 2.164  C1 1.080
11 H 1.374 2.208 0.230  C2 1.170
12 H -2.961 -0.652 1.171  C4 1.093
13 H -1.836 -1.929 1.404  C4 1.024
14 H -1.776 -0.668 2.590  C4 1.070
15 H 2.125 -0.008 -3.501  C5 1.185
16 H 1.775 -0.920 -2.028  C5 1.024
17 H 2.931 0.435 -1.748  C5 1.150

=====

Which one is the least stable? From the structures above, P.